[1]
{
  "formula": "C5H8O4",
  "method": "wB97M-V/def2-TZVPD",
  "homo_lumo_gap_ev": 7.98,
  "multiplicity": 1,
  "charge": -2,
  "total_energy_ev": -13505.36715,
  "max_force_ha_per_bohr": 0.03116,
  "de_lowest_kj_mol": 33.5,
  "symbols": ["C", "C", "O", "O", "H", "H", "H", "C", "C", "C", "O", "O", "H", "H", "H", "H", "H"],
  "coordinates": [[0.045741, -0.432920, 2.619003], [0.496284, 1.032555, 2.829516], [-0.398745, 1.807382, 3.239163], [1.698778, 1.295608, 2.600962], [0.920789, -1.078061, 2.732556], [-0.397862, -0.577213, 1.638435], [-0.685842, -0.738660, 3.368822], [0.223536, 0.280675, -1.620447], [-0.396490, -1.046765, -1.201522], [-0.215517, 0.726119, -3.049428], [-0.577754, 1.913951, -3.170847], [-0.191287, -0.153596, -3.955786], [0.001499, 1.088789, -0.929697], [1.313822, 0.169107, -1.618156], [0.300179, -1.808740, -0.874540], [-0.875938, -1.555986, -2.054409], [-1.261192, -0.922244, -0.553626]],
  "forces_ev_per_a": [[0.44, -0.24, 0.36], [-0.12, 0.11, 0.25], [-0.13, 0.18, 0.06], [-0.01, -0.14, 0.00], [-0.03, -0.10, -0.26], [0.06, 0.04, -0.17], [-0.14, 0.18, 0.03], [0.22, -0.10, -0.42], [-1.04, -0.58, -1.07], [-0.17, -0.37, -0.21], [0.05, 0.32, -0.04], [0.14, 0.09, 0.27], [-0.09, -0.05, 0.14], [-0.05, 0.09, -0.13], [0.20, 0.11, 0.77], [0.37, 0.43, -0.28], [0.31, 0.02, 0.71]],
  "nbo_charge": [-0.737, 0.760, -0.807, -0.796, 0.185, 0.215, 0.180, -0.526, -0.615, 0.762, -0.792, -0.828, 0.219, 0.193, 0.185, 0.214, 0.190]
}

***

[2]
{
  "formula": "C7H11N",
  "method": "wB97M-V/def2-TZVPD",
  "homo_lumo_gap_ev": 9.90,
  "multiplicity": 1,
  "total_energy_ev": -8924.90495,
  "max_force_ha_per_bohr": 0.01335,
  "de_lowest_kj_mol": 272.4,
  "smiles": "C#CC(=C)CNCC",
  "symbols": ["C", "C", "C", "C", "C", "N", "C", "C", "H", "H", "H", "H", "H", "H", "H", "H", "H", "H", "H"],
  "coordinates": [[-3.097613, 0.214373, 0.379214], [-1.992524, 0.675712, 0.375967], [-0.667875, 1.178570, 0.324414], [-0.137528, 1.864898, 1.331691], [0.103076, 0.851995, -0.946905], [0.075809, -0.541894, -1.349667], [0.507591, -1.487229, -0.329780], [1.943571, -1.229859, 0.115646], [-4.071469, -0.174500, 0.376009], [-0.696224, 2.094597, 2.220866], [0.870980, 2.240760, 1.281861], [1.140997, 1.154213, -0.816031], [-0.314948, 1.436858, -1.771501], [-0.874373, -0.787469, -1.629732], [0.451009, -2.478812, -0.794890], [-0.148848, -1.490925, 0.556533], [2.583814, -1.084642, -0.751919], [2.315140, -2.083557, 0.680104], [2.009416, -0.353085, 0.748120]],
  "forces_ev_per_a": [[0.24, 0.11, -0.07], [-0.36, -0.08, 0.11], [0.67, 0.09, -0.12], [-0.05, 0.04, -0.04], [-0.07, 0.03, -0.05], [-0.46, -0.04, -0.14], [0.21, -0.26, 0.07], [-0.24, -0.22, -0.17], [-0.55, -0.22, 0.03], [-0.18, 0.02, 0.18], [0.22, -0.01, -0.08], [0.02, 0.14, 0.02], [0.06, 0.01, 0.05], [0.30, 0.11, 0.00], [-0.04, 0.11, 0.18], [0.05, -0.02, -0.10], [0.08, 0.00, -0.08], [0.03, 0.00, 0.06], [0.06, 0.20, 0.16]],
  "nbo_charge": [-0.207, -0.044, -0.115, -0.333, -0.240, -0.615, -0.221, -0.623, 0.232, 0.205, 0.197, 0.200, 0.212, 0.362, 0.195, 0.169, 0.211, 0.214, 0.201]
}

***

[3]
{
  "formula": "C5H3N",
  "method": "wB97M-V/def2-TZVPD",
  "homo_lumo_gap_ev": 9.99,
  "multiplicity": 1,
  "total_energy_ev": -6715.33227,
  "max_force_ha_per_bohr": 0.04012,
  "de_lowest_kj_mol": 520.1,
  "symbols": ["C", "C", "C", "C", "C", "N", "H", "H", "H"],
  "coordinates": [[0.057389, 1.114709, -0.343193], [-0.149662, -1.083378, -0.547722], [-0.924156, 0.079622, -0.851489], [1.351758, 0.643919, 0.111330], [-0.110528, -0.080546, 0.674153], [1.075269, -0.814913, 0.121971], [-0.154635, 2.193862, -0.331529], [-0.575243, -2.053266, -0.517573], [-0.570189, -0.000007, 1.684052]],
  "forces_ev_per_a": [[-0.18, 0.08, -1.47], [-0.70, 1.00, 0.22], [0.69, 0.95, 0.06], [-0.23, -0.99, 0.00], [-1.07, 0.85, 1.54], [1.10, 0.46, 0.20], [-0.25, -0.77, 0.45], [0.02, -0.89, 0.07], [0.63, -0.69, -1.07]],
  "nbo_charge": [-0.324, -0.039, -0.123, 0.070, -0.032, -0.346, 0.258, 0.239, 0.298]
}

***

[4]
{
  "formula": "C7H8N2OS",
  "method": "wB97M-V/def2-TZVPD",
  "homo_lumo_gap_ev": 8.34,
  "multiplicity": 1,
  "total_energy_ev": -23249.74965,
  "max_force_ha_per_bohr": 0.08936,
  "de_lowest_kj_mol": 170.8,
  "smiles": "C[C@]1(C=O)CSc2cncn21",
  "symbols": ["C", "C", "C", "O", "C", "S", "C", "C", "N", "C", "N", "H", "H", "H", "H", "H", "H", "H", "H"],
  "coordinates": [[1.529051, 0.312189, 1.011087], [0.724454, -0.072430, -0.146427], [1.401685, -1.053105, -1.117323], [2.607892, -1.114854, -1.152102], [0.422921, 1.432363, -1.175770], [-1.013265, 2.206800, -0.483064], [-1.568338, 0.650026, 0.146082], [-2.719540, 0.080905, 0.690894], [-2.474617, -1.193497, 0.969843], [-1.226351, -1.496418, 0.714133], [-0.635114, -0.332655, 0.158090], [1.021427, 1.053097, 1.752628], [2.574405, 0.675580, 0.783749], [1.548285, -0.645621, 1.621023], [0.733215, -1.516885, -1.943031], [1.318170, 2.124235, -1.201535], [0.373517, 0.974190, -2.175810], [-3.729102, 0.414513, 0.884490], [-0.888689, -2.498428, 0.663037]],
  "forces_ev_per_a": [[0.88, -0.05, 3.38], [-0.51, 3.34, -3.12], [0.01, 0.99, -0.79], [-0.90, -0.49, -0.02], [2.52, -2.24, 0.40], [-0.28, -0.56, 0.25], [-1.21, 0.15, 0.44], [0.30, 1.23, -0.64], [0.22, -2.25, 0.89], [-1.04, 2.78, -1.04], [-0.19, -2.42, 0.55], [0.64, -1.02, -1.74], [-1.28, -0.64, 0.15], [0.64, 1.05, -0.32], [0.70, 0.31, 1.23], [-0.99, -0.89, 0.42], [-0.70, 0.54, 0.15], [0.31, 0.64, -0.28], [0.87, -0.46, 0.10]],
  "nbo_charge": [-0.651, 0.073, 0.413, -0.496, -0.542, 0.313, -0.032, -0.109, -0.428, 0.123, -0.393, 0.240, 0.250, 0.224, 0.134, 0.240, 0.210, 0.221, 0.211]
}

***

[5]
{
  "formula": "C6H10N2O2",
  "method": "wB97M-V/def2-TZVPD",
  "homo_lumo_gap_ev": 10.53,
  "multiplicity": 1,
  "total_energy_ev": -13455.38797,
  "max_force_ha_per_bohr": 0.09221,
  "de_lowest_kj_mol": 439.3,
  "smiles": "[H]/N=C(\\O)[C@H]1COC[C@@]12CN2",
  "symbols": ["H", "N", "C", "O", "C", "C", "O", "C", "C", "C", "N", "H", "H", "H", "H", "H", "H", "H", "H", "H"],
  "coordinates": [[-2.970602, -0.868510, -1.191453], [-1.746544, -0.727063, -1.371908], [-1.549310, -0.049092, -0.349003], [-3.116879, -0.027668, 0.199411], [-0.376634, 0.309461, 0.501948], [-0.034388, -0.779426, 1.533865], [0.705562, -1.743425, 0.813655], [1.460531, -1.099659, -0.206201], [0.923931, 0.324427, -0.292664], [1.193332, 1.253688, -1.403294], [1.875736, 1.416414, -0.117561], [-3.014778, -0.029463, 1.163836], [-0.579442, 1.277643, 0.980926], [0.573575, -0.331030, 2.337884], [-0.909133, -1.270300, 1.977284], [2.531272, -1.087683, 0.048523], [1.313476, -1.653597, -1.143639], [1.824743, 0.927852, -2.232459], [0.413086, 1.970755, -1.667394], [1.482468, 2.186677, 0.418246]],
  "forces_ev_per_a": [[4.32, 0.09, -1.44], [-1.95, -0.19, -0.39], [-4.23, -2.13, -0.17], [3.26, 1.65, 2.01], [-0.38, 0.86, 0.09], [-0.12, -0.08, 0.04], [-0.18, -0.13, 0.17], [0.23, 0.09, -0.26], [-0.09, -0.09, -0.13], [-0.18, 0.08, -0.27], [0.20, 0.06, 0.20], [-0.80, 0.01, 0.14], [0.15, -0.19, -0.07], [-0.14, -0.05, -0.16], [0.21, 0.07, -0.11], [-0.26, 0.05, -0.05], [-0.02, 0.13, 0.25], [-0.17, 0.11, 0.25], [0.18, -0.23, 0.02], [-0.02, -0.11, -0.11]],
  "nbo_charge": [0.427, -0.613, 0.532, -0.826, -0.359, -0.046, -0.516, -0.076, 0.058, -0.236, -0.579, 0.463, 0.241, 0.177, 0.199, 0.194, 0.202, 0.208, 0.202, 0.350]
}

***

[6]
{
  "formula": "C18H39N3O21",
  "method": "wB97M-V/def2-TZVPD",
  "homo_lumo_gap_ev": 10.00,
  "multiplicity": 1,
  "total_energy_ev": -66757.49802,
  "max_force_ha_per_bohr": 0.03112,
  "de_lowest_kj_mol": 0.0,
  "smiles": "C[N+](=O)[O-].C[N+](=O)[O-].C[N+](=O)[O-].COC(=O)OC.COC(=O)OC.COC(=O)OC.COC(=O)OC.COC(=O)OC",
  "symbols": ["C", "N", "O", "O", "H", "H", "H", "C", "N", "O", "O", "H", "H", "H", "C", "N", "O", "O", "H", "H", "H", "C", "O", "C", "O", "O", "C", "H", "H", "H", "H", "H", "H", "C", "O", "C", "O", "O", "C", "H", "H", "H", "H", "H", "H", "C", "O", "C", "O", "O", "C", "H", "H", "H", "H", "H", "H", "C", "O", "C", "O", "O", "C", "H", "H", "H", "H", "H", "H", "C", "O", "C", "O", "O", "C", "H", "H", "H", "H", "H", "H"],
  "coordinates": [[-25.717274, -19.861538, 4.423156], [-26.026018, -21.178569, 3.827881], [-27.091987, -21.288267, 3.258430], [-25.178616, -22.045662, 3.865918], [-25.342392, -20.000848, 5.433375], [-26.596463, -19.234920, 4.410668], [-24.900286, -19.453695, 3.829972], [-27.134712, -14.622312, 4.070976], [-26.212630, -15.510368, 4.836542], [-26.617329, -16.615880, 5.135144], [-25.139510, -15.056407, 5.160275], [-27.836742, -14.189786, 4.777397], [-27.604880, -15.211096, 3.295304], [-26.517401, -13.814285, 3.691076], [-25.199244, -20.569467, 9.367161], [-25.964421, -20.349613, 8.127907], [-26.336835, -21.301631, 7.481474], [-26.217176, -19.191636, 7.843381], [-25.895670, -20.876816, 10.143177], [-24.699591, -19.650812, 9.651080], [-24.422951, -21.315070, 9.210338], [-17.135533, -20.326361, 11.224348], [-18.263027, -19.921438, 11.959910], [-19.263298, -20.795464, 12.050912], [-19.312314, -21.818414, 11.424403], [-20.142209, -20.374668, 12.932617], [-21.344740, -21.123553, 13.072564], [-17.213471, -20.121047, 10.155549], [-16.840153, -21.353974, 11.423175], [-16.280076, -19.716914, 11.538353], [-21.165741, -22.140591, 13.425583], [-21.912684, -21.193849, 12.146568], [-21.888427, -20.583957, 13.842022], [-24.959132, -16.699059, 9.951725], [-23.549534, -16.529977, 9.966487], [-22.832551, -17.278374, 10.787943], [-23.228126, -18.239497, 11.393789], [-21.635685, -16.722147, 10.901066], [-20.694466, -17.428869, 11.683323], [-25.283615, -17.499332, 9.288522], [-25.363307, -15.756074, 9.590377], [-25.324939, -16.851781, 10.967274], [-19.765848, -16.876201, 11.785264], [-20.476562, -18.383692, 11.203707], [-21.035653, -17.641051, 12.697467], [-22.005441, -23.476521, 10.024012], [-21.795653, -24.406289, 8.982762], [-22.142794, -24.076346, 7.723359], [-21.618213, -24.561030, 6.771799], [-23.228063, -23.294545, 7.717918], [-23.867714, -23.105228, 6.455601], [-21.737929, -23.924347, 10.977941], [-23.063493, -23.204730, 10.140270], [-21.441374, -22.558531, 9.885220], [-23.971442, -24.075382, 5.962699], [-23.291176, -22.479622, 5.783935], [-24.867960, -22.747730, 6.653449], [-20.381649, -21.621348, 4.567103], [-19.189137, -21.261909, 5.248185], [-18.665944, -22.229746, 6.013188], [-19.092305, -23.336068, 6.106869], [-17.612018, -21.780282, 6.704028], [-16.936124, -20.615000, 6.244530], [-20.823710, -20.730532, 4.125785], [-21.119943, -22.013207, 5.266641], [-20.164116, -22.356851, 3.795446], [-16.517875, -20.785112, 5.253622], [-16.134554, -20.394141, 6.945089], [-17.595386, -19.745992, 6.228693], [-23.642937, -17.580122, 6.271947], [-22.590708, -17.770445, 7.206032], [-22.307132, -19.007547, 7.602588], [-22.984932, -19.976788, 7.374056], [-21.149167, -18.980238, 8.245306], [-20.622869, -20.242325, 8.714538], [-23.745007, -18.367633, 5.533826], [-23.388832, -16.705290, 5.673865], [-24.554207, -17.293990, 6.787081], [-19.584028, -20.055838, 8.954541], [-20.704658, -20.992905, 7.935623], [-21.232658, -20.514263, 9.572343]],
  "forces_ev_per_a": [[0.54, 0.14, 0.35], [-0.29, -0.06, -0.53], [-0.14, -0.03, 0.10], [0.17, 0.05, 0.26], [-0.12, -0.18, 0.00], [-0.08, -0.01, -0.08], [-0.14, 0.06, -0.12], [0.54, 0.39, 0.02], [-0.43, -0.03, 0.26], [0.00, -0.05, -0.17], [0.21, 0.17, -0.06], [-0.19, -0.29, 0.04], [-0.17, 0.00, 0.03], [-0.05, -0.09, -0.22], [0.72, -0.14, 0.53], [-0.13, 0.53, -0.06], [0.00, -0.19, 0.06], [0.00, -0.03, -0.10], [-0.07, -0.07, -0.09], [-0.23, 0.16, -0.02], [-0.31, -0.24, -0.26], [1.55, 0.18, -0.36], [-0.33, 0.67, 0.62], [0.60, -0.62, -0.47], [-0.38, -0.39, -0.19], [-0.07, 0.56, 0.20], [-0.24, -0.36, 0.40], [-0.48, -0.36, -0.02], [-0.41, -0.14, -0.19], [-0.42, 0.11, 0.29], [0.29, 0.07, -0.05], [0.07, 0.29, -0.08], [-0.23, -0.01, -0.18], [-0.41, 0.14, 0.25], [0.30, 0.39, -0.40], [-0.24, 0.50, 0.37], [-0.06, -0.63, 0.00], [0.28, 0.46, -0.17], [0.42, -1.00, 0.45], [0.14, -0.08, 0.07], [0.07, -0.01, -0.10], [-0.03, -0.21, -0.06], [-0.17, 0.39, -0.43], [0.04, 0.03, 0.04], [-0.34, 0.07, -0.13], [-1.01, 0.48, 0.63], [0.61, 0.06, -0.01], [-0.65, -0.60, 0.35], [0.05, 0.03, -0.29], [0.02, 0.50, 0.28], [-0.02, -1.00, -0.55], [0.42, -0.26, -0.25], [0.08, -0.09, -0.31], [0.23, -0.13, -0.07], [0.10, 0.03, 0.03], [-0.05, 0.34, 0.17], [0.15, 0.39, 0.07], [-0.67, -0.22, -0.13], [0.06, 0.55, -0.05], [-0.04, 0.23, -0.05], [0.05, -0.22, 0.14], [0.34, -0.20, 0.22], [-0.06, 0.52, 0.00], [0.41, 0.16, -0.04], [0.16, -0.27, 0.00], [-0.11, -0.07, 0.04], [-0.01, 0.05, -0.02], [0.02, -0.32, 0.06], [-0.05, -0.10, -0.13], [-0.09, 1.04, -0.51], [0.63, -0.06, 0.08], [-0.19, 0.34, -0.53], [-0.07, -0.49, 0.10], [0.41, 0.10, 0.04], [-0.77, 0.53, -0.23], [-0.13, -0.52, 0.51], [0.31, 0.09, 0.30], [-0.23, -0.57, -0.01], [0.01, -0.02, 0.20], [-0.02, -0.16, -0.05], [0.31, -0.28, 0.16]],
  "mulliken_charge": [-0.357, 0.994, -0.593, -0.573, -0.164, 0.342, 0.336, -0.786, 0.878, -0.479, -0.513, 0.289, 0.309, 0.313, -0.309, 1.141, -0.632, -0.581, 0.379, -0.065, -0.071, -0.698, -0.318, 0.948, -0.553, -0.341, -0.459, 0.235, 0.329, 0.276, 0.330, 0.071, 0.234, -0.536, -0.356, 0.983, -0.616, -0.376, -0.239, 0.116, 0.272, 0.337, 0.274, -0.129, 0.300, -0.141, -0.434, 0.782, -0.535, -0.260, -0.720, 0.315, 0.223, -0.111, 0.539, 0.178, 0.226, -0.195, -0.346, 0.784, -0.511, -0.324, -0.688, 0.242, -0.211, 0.347, 0.341, 0.266, 0.255, -0.487, -0.432, 0.699, -0.101, -0.505, 0.124, 0.032, 0.376, 0.242, 0.064, 0.018, 0.007]
}